[1]
Below is 5 unconnected molecules or ions with the total composition C32H62F5O12S, with properties calculated with ωB97M-V/def2-TZVPD.

Each line ends with the Löwdin charge.
Cartesian coordinates (Å):
F -0.11978 0.50662 3.77615  0.0541
C -0.82482 -0.14356 2.70763  -0.3533
F -2.17148 0.26246 2.73423  0.0925
F -0.14697 0.23129 1.50018  0.0480
C -0.68374 -1.73971 2.80016  -0.0286
C -1.03809 -2.70536 1.63175  0.0554
C -0.85186 -4.25942 1.77398  0.0045
C -0.28594 -4.84333 3.09751  0.0110
C 0.06678 -3.86516 4.24927  -0.1559
C 0.70009 -4.35967 5.65227  -0.5642
F 0.47273 -5.72774 5.90503  0.0560
F 0.22968 -3.53138 6.72700  0.0268
S 2.56236 -4.00878 5.50893  1.1334
C -0.12835 -2.30798 4.12503  0.0433
H -1.42378 -2.29985 0.63725  0.1143
H -1.10599 -4.96377 0.91619  0.1132
H -0.12471 -5.97448 3.23345  0.1197
H 2.57387 -2.84200 4.71660  0.0491
H 2.98257 -5.00065 4.59885  0.0537
H 0.14055 -1.61854 5.00893  0.1250
C -2.52427 1.04801 6.78947  -0.1082
O -3.87157 1.18513 6.38346  -0.1928
C -4.03637 0.91977 4.99361  -0.2092
C -5.51724 0.82638 4.64233  -0.1665
O -6.06652 -0.46498 4.90568  -0.1388
C -6.33054 -0.74762 6.28088  -0.1755
C -7.58617 -0.05479 6.79620  -0.1988
O -7.29064 1.28512 7.17617  -0.2066
C -8.46470 2.03552 7.42809  -0.1056
H -1.87838 1.72730 6.22442  0.0851
H -2.45983 1.30053 7.84904  0.0915
H -2.19137 0.01204 6.65808  0.0768
H -3.53184 -0.01570 4.72979  0.1094
H -3.58376 1.75018 4.43792  0.1231
H -5.61600 0.96684 3.56237  0.1256
H -6.10031 1.61156 5.12690  0.1248
H -5.45977 -0.53081 6.90352  0.1205
H -6.49870 -1.82741 6.32579  0.1247
H -7.95438 -0.58271 7.68389  0.1258
H -8.35934 -0.06048 6.01943  0.1302
H -9.05870 2.12845 6.51299  0.0885
H -8.16881 3.03477 7.75186  0.0896
H -9.06023 1.56970 8.21920  0.0876
C 7.07156 -0.35810 -1.91878  -0.1036
O 5.67641 -0.21945 -2.11824  -0.2298
C 5.20567 -1.04747 -3.17820  -0.1977
C 3.68122 -1.06611 -3.19907  -0.1677
O 3.12763 -2.00822 -2.27880  -0.1343
C 3.14791 -1.60606 -0.91032  -0.1778
C 2.07244 -0.57738 -0.58019  -0.2069
O 2.51789 0.73106 -0.92267  -0.1991
C 1.46997 1.68282 -0.86254  -0.0979
H 7.62019 -0.10383 -2.83054  0.0908
H 7.37226 0.32685 -1.12423  0.0890
H 7.31096 -1.37967 -1.60577  0.0862
H 5.58931 -2.06598 -3.05507  0.1292
H 5.57548 -0.62803 -4.12195  0.1267
H 3.36274 -1.40730 -4.18756  0.1301
H 3.26030 -0.07045 -3.04765  0.1150
H 4.14275 -1.26700 -0.61218  0.1218
H 2.93195 -2.51486 -0.33989  0.1177
H 1.87333 -0.59303 0.49777  0.1041
H 1.15163 -0.81309 -1.12680  0.1310
H 0.70092 1.44580 -1.60518  0.0954
H 1.88515 2.66474 -1.09579  0.0841
H 1.03167 1.71393 0.13854  0.0689
C 4.48890 2.77319 -3.36788  -0.0943
O 5.30664 3.87727 -3.70826  -0.1964
C 6.31515 4.11038 -2.73004  -0.1930
C 7.32576 5.13084 -3.24232  -0.1730
O 8.33039 4.54466 -4.07049  -0.1375
C 7.91610 4.22347 -5.39893  -0.1758
C 7.81933 5.44834 -6.30057  -0.1991
O 6.56641 6.09996 -6.11741  -0.2062
C 6.53157 7.36703 -6.74741  -0.1090
H 4.00695 2.93286 -2.39845  0.0794
H 3.71662 2.67125 -4.13292  0.0947
H 5.08174 1.85390 -3.34794  0.0715
H 6.82473 3.17130 -2.48758  0.1248
H 5.82568 4.50492 -1.83079  0.1246
H 7.86281 5.53443 -2.37962  0.1255
H 6.83857 5.96931 -3.74333  0.1219
H 6.98979 3.64472 -5.39533  0.1205
H 8.70115 3.57372 -5.79615  0.1250
H 7.88465 5.13400 -7.34907  0.1247
H 8.63714 6.14203 -6.07427  0.1295
H 7.26590 8.03813 -6.28980  0.0877
H 5.53691 7.79274 -6.60429  0.0883
H 6.72412 7.27191 -7.82054  0.0865
C -4.10970 -1.21390 -0.06399  -0.1210
O -4.28780 -2.09198 -1.15825  -0.2074
C -5.37498 -2.99047 -0.94749  -0.1928
C -5.69846 -3.74278 -2.23398  -0.1754
O -6.54388 -2.99918 -3.11004  -0.1326
C -5.90125 -1.94926 -3.83470  -0.1720
C -5.06359 -2.46188 -5.00002  -0.1965
O -3.77719 -2.87065 -4.54339  -0.2105
C -3.06051 -3.57438 -5.54110  -0.1094
H -3.92572 -1.77712 0.85721  0.0742
H -3.24326 -0.58176 -0.27045  0.0847
H -4.98739 -0.57103 0.05479  0.0947
H -6.25679 -2.43684 -0.60830  0.1322
H -5.07251 -3.70800 -0.17427  0.1215
H -6.27282 -4.63391 -1.96677  0.1274
H -4.79509 -4.07961 -2.74617  0.1205
H -5.32329 -1.30509 -3.16856  0.1203
H -6.71392 -1.34323 -4.24457  0.1281
H -4.92093 -1.65449 -5.72788  0.1262
H -5.57315 -3.30397 -5.48194  0.1306
H -3.57755 -4.50607 -5.79312  0.0882
H -2.07461 -3.82199 -5.14355  0.0862
H -2.93563 -2.95778 -6.43644  0.0877

Summary:
* energy: -3056.159786 hartree
* LUMO level: -4.91 eV
* total charge: +1
* gap between HOMO and LUMO: 5.40 eV
* HOMO level: -0.3787 Eh

=====

[2]
Below is a molecular structure, C32H63FGeMnN7O5P2S2Si3, with properties calculated with ωB97M-V/def2-TZVPD.

Each line ends with the Löwdin charge.
Cartesian coordinates (Å):
Mn 0.02025 -0.09951 0.00842  0.6646
C -2.07235 4.60882 0.78266  -0.0906
N -0.65873 4.31322 1.03749  -0.2823
C 0.07328 5.46957 1.54403  -0.1034
P 0.00430 3.20629 -0.00140  0.5142
O -0.83874 1.97890 0.01827  -0.3156
O 1.46844 3.07339 0.66431  -0.2597
P 2.13134 1.90173 1.56596  0.5349
O 1.48303 0.56141 1.36920  -0.3297
N 3.72037 2.12562 1.30371  -0.2859
C 4.57388 1.02362 1.78261  -0.0690
C 4.26888 2.84823 0.15391  -0.0676
N 1.93128 2.32491 3.14385  -0.2690
C 0.61458 2.11553 3.75043  -0.0920
C 2.61965 3.48522 3.70829  -0.0806
N 0.18631 3.87486 -1.47835  -0.2703
C -0.25625 3.19092 -2.69467  -0.0772
C 1.25035 4.85138 -1.69321  -0.0750
H -2.19134 5.49121 0.14579  0.0890
H -2.58120 4.78562 1.73086  0.0909
H -2.54042 3.75732 0.29261  0.0722
H -0.03520 6.34171 0.88971  0.0890
H 1.12973 5.23423 1.64855  0.0627
H -0.31871 5.73086 2.52883  0.0915
H 4.09118 0.52879 2.62495  0.0850
H 5.52489 1.43909 2.11756  0.0923
H 4.75112 0.29386 0.99262  0.0768
H 3.64563 3.70668 -0.08037  0.0693
H 4.35185 2.20884 -0.72456  0.0713
H 5.26299 3.20217 0.43070  0.0947
H 0.12384 1.27088 3.28231  0.0381
H -0.02000 3.00088 3.63645  0.0855
H 0.73756 1.90507 4.81414  0.0987
H 3.56419 3.64503 3.19735  0.0802
H 2.81709 3.29765 4.76460  0.0925
H 2.00715 4.38960 3.63456  0.0748
H -0.99630 2.43559 -2.43855  0.0678
H 0.57620 2.70411 -3.20610  0.0758
H -0.70867 3.92310 -3.36573  0.0949
H 1.55019 5.30692 -0.75074  0.0681
H 0.89110 5.63750 -2.35827  0.0950
H 2.12913 4.38377 -2.14862  0.0942
C -4.10120 -4.14806 1.66593  -0.2089
Si -2.94104 -3.63293 0.27629  0.4125
C -1.75972 -5.04917 -0.08756  -0.2065
C -4.06099 -3.35698 -1.20401  -0.1905
Ge -1.59213 -1.66280 0.88564  0.7524
Si -3.28359 -0.44630 2.20374  0.4093
C -4.95793 -0.41703 1.34888  -0.2004
C -3.53298 -1.32518 3.84657  -0.2122
C -2.72639 1.30696 2.62576  -0.2101
Si -0.03689 -2.85782 2.60876  0.4680
C -1.17182 -3.96198 3.59353  -0.1928
C 0.49422 -1.44607 3.70280  -0.2147
C 1.42239 -3.86248 2.06145  -0.1888
H -4.64850 -5.04228 1.35276  0.0445
H -4.83509 -3.37371 1.89853  0.0167
H -3.56560 -4.39100 2.58319  0.0026
H -2.12941 -5.67187 -0.90695  0.0386
H -1.64088 -5.69236 0.78979  0.0278
H -0.77549 -4.66747 -0.36737  -0.0158
H -4.73815 -4.21076 -1.29412  0.0439
H -3.50207 -3.27327 -2.13566  0.0198
H -4.67051 -2.45492 -1.10316  0.0280
H -5.17662 -1.37584 0.87381  0.0049
H -5.02489 0.35654 0.58089  0.0255
H -5.74168 -0.22410 2.08667  0.0435
H -3.95180 -2.32427 3.72053  0.0114
H -4.23289 -0.74709 4.45707  0.0460
H -2.59966 -1.41316 4.40680  0.0148
H -1.90448 1.62064 1.98557  -0.0224
H -2.38914 1.36783 3.66371  0.0320
H -3.53982 2.02690 2.49648  0.0374
H -2.09294 -3.46493 3.88956  -0.0021
H -0.63650 -4.25166 4.50332  0.0551
H -1.43422 -4.87353 3.05360  0.0267
H -0.36623 -0.87228 4.05461  0.0188
H 1.15590 -0.77182 3.16106  0.0000
H 1.03293 -1.82865 4.57554  0.0500
H 1.10858 -4.80321 1.60794  0.0302
H 2.03620 -4.08945 2.93882  0.0500
H 2.04024 -3.33399 1.33772  0.0183
N 3.03464 -0.11989 -7.49885  0.1238
C 2.85297 -0.10470 -6.14528  -0.3049
C 3.95603 -0.07126 -5.27860  -0.0156
C 3.77341 -0.02105 -3.91281  -0.0689
C 2.48719 -0.01216 -3.38834  -0.3130
C 1.38108 -0.03608 -4.23496  -0.0586
C 1.55848 -0.08200 -5.59806  -0.0122
S 2.22242 0.06194 -1.66518  0.5900
O 3.50597 0.15824 -1.01803  -0.3283
O 1.27066 1.15870 -1.41279  -0.3853
N 1.39208 -1.22729 -1.22709  -0.1984
C 1.97071 -2.47910 -1.27154  -0.6843
S 3.62965 -2.80449 -1.74080  1.0703
C 3.32664 -4.48808 -1.53939  -0.3920
C 2.05404 -4.68116 -1.14006  -0.2611
N 1.28723 -3.54697 -0.99297  0.0116
H 3.94997 -0.26872 -7.88076  0.1017
H 2.25182 -0.27119 -8.10742  0.1011
H 4.95639 -0.08619 -5.69382  0.1164
H 4.62230 0.01128 -3.24196  0.1139
H 0.38448 -0.02100 -3.81012  0.0994
H 0.70050 -0.09891 -6.26024  0.1162
H 4.10211 -5.21817 -1.70577  0.0669
H 1.60445 -5.64301 -0.93435  0.1092
F -3.15517 -0.16283 -4.88423  0.0808
C -2.71854 -0.41081 -3.64168  -0.2709
C -3.16292 0.38749 -2.60613  0.0114
C -2.70404 0.12608 -1.32346  -0.1225
C -1.81886 -0.92317 -1.07809  -0.4405
C -1.41131 -1.72584 -2.15118  -0.1394
C -1.85993 -1.47582 -3.43614  -0.0106
H -3.86690 1.18492 -2.80553  0.1289
H -3.05746 0.73514 -0.50203  0.0819
H -0.76210 -2.57483 -1.96635  0.0906
H -1.56906 -2.10410 -4.26865  0.1333

Summary:
* expectation value of S²: 8.76
* energy: -7692.128443 hartree
* LUMO level (spin up / spin down): -1.95 / -2.63 eV
* total charge: +1
* gap between HOMO and LUMO (spin up / spin down): 8.09 / 7.58 eV
* spin multiplicity: 6
* HOMO level (spin up / spin down): -0.3688 / -0.3752 Eh